C5H8 in the gas phase at a distorted geometry, computed with ωB97M-V/def2-TZVPD.

Summary:
- Gap between HOMO and LUMO: 0.3555 Eh
- ΔE to the lowest compared entry with this formula, charge and spin: 345.43 kJ/mol
- DFT total energy: -5310.5867 eV
- E_LUMO: 1.24 eV
- Molecular weight: 68.119 g/mol

```
13
Properties=species:S:1:pos:R:3:forces:R:3
C 0.97725 -1.03321 0.64262 0.7 -3.5 -3.9
C -0.52885 -1.27007 0.82212 0.1 1.2 -1.0
C -0.11188 0.66771 -1.32494 -1.5 0.9 -0.6
C -0.30486 1.61210 -0.14099 0.5 -1.3 1.5
C 0.07415 -0.18980 -0.11884 -1.7 3.6 1.5
H 1.61916 -0.91725 1.44025 0.8 1.3 1.9
H 1.58261 -1.77525 -0.05253 -1.5 1.2 1.1
H -1.20937 -2.09014 0.49143 1.2 0.5 0.0
H -0.80185 -0.84908 1.78360 -0.4 0.0 -0.2
H -1.05351 0.56872 -1.94904 1.0 -0.3 1.0
H 0.65812 0.97311 -2.02870 0.6 -0.6 0.3
H 0.45368 2.39350 0.28069 -1.0 -2.0 -1.2
H -1.35465 1.90967 0.15433 1.3 -0.8 -0.4
```
Positions in Å, forces in eV/Å.

Atom charges from the Mulliken analysis, given in e for atoms 1 to 5:
1 C -0.54
2 C -0.63
3 C -0.21
4 C -0.66
5 C 0.19

5 unconnected molecules or ions with the total composition C10H31NO7 at a distorted geometry, computed with ωB97M-V/def2-TZVPD.

Summary:
- Gap between HOMO and LUMO: 0.3527 Eh
- DFT total energy: -26692.8091 eV
- E_LUMO: 0.45 eV
- Molecular weight: 277.358 g/mol

```
49
Properties=species:S:1:pos:R:3:forces:R:3
C -2.96786 1.62407 2.61677 -0.3 -0.4 0.0
C -4.14909 2.39772 2.04490 -0.3 0.2 0.5
O -3.78498 3.28223 0.99372 0.1 -0.2 0.0
O -2.63344 0.50471 1.80134 0.4 0.5 -0.3
H -3.22253 1.23138 3.60493 -0.2 -0.1 -0.1
H -2.10176 2.27356 2.78519 -0.1 0.2 -0.2
H -4.63873 2.98346 2.83033 0.4 0.3 -0.1
H -4.94318 1.72065 1.71238 0.3 -0.3 -0.1
H -3.30042 2.74400 0.35582 -0.1 0.1 -0.1
H -2.14036 0.85082 1.02671 -0.2 -0.3 0.4
C 3.60321 1.63962 -0.78261 -0.1 -0.1 -0.6
C 3.86957 0.14299 -0.73475 0.1 -0.1 0.2
O 4.57539 -0.22521 0.45340 -0.1 0.1 -0.1
O 4.74272 2.40245 -1.16304 0.1 -0.1 0.0
H 3.19299 2.01380 0.15839 0.1 -0.3 0.2
H 2.85748 1.85509 -1.55152 0.0 -0.1 0.0
H 4.42657 -0.21866 -1.60495 0.1 0.4 -0.2
H 2.93781 -0.42405 -0.76928 -0.1 0.1 0.4
H 5.47110 0.11504 0.36716 0.0 -0.2 0.1
H 5.47388 2.20852 -0.56773 -0.1 0.1 0.1
C 0.98295 4.11833 -0.49504 1.1 0.5 -0.4
O -0.38461 4.08135 -0.84400 -0.1 0.1 0.0
H 1.66205 3.99122 -1.34861 -0.4 -0.4 -0.2
H 1.31885 5.08821 -0.11476 -0.5 -0.1 0.5
H 1.19571 3.33452 0.22372 -0.2 0.0 0.1
H -0.63199 4.89714 -1.28694 0.0 0.0 0.0
C -0.58133 0.73087 -1.41640 0.3 -0.6 0.2
O -1.30273 1.53159 -0.50018 0.1 0.6 -0.3
H -1.00559 -0.27197 -1.38274 -0.2 0.1 -0.2
H -0.59232 1.11838 -2.43596 -0.2 0.0 0.0
H 0.46864 0.60190 -1.12496 0.0 0.2 0.1
H -1.07959 2.46891 -0.68859 -0.1 -0.3 0.3
C 0.50755 -2.19618 0.53714 0.2 0.8 -0.1
C 0.38875 -3.70708 0.53015 0.1 -0.1 0.9
C -0.58938 -4.16959 -0.53095 -0.5 -0.4 0.6
O -1.86398 -3.69592 -0.11886 -0.1 0.2 0.1
C -2.81560 -3.72466 -1.14574 0.1 0.1 -0.6
N 1.70933 -4.31846 0.37348 0.0 0.3 -0.7
H 0.92499 -1.85743 -0.41692 0.0 -0.1 0.0
H 1.15336 -1.79183 1.32277 0.2 -0.4 0.0
H -0.42457 -1.65187 0.70021 -0.3 -0.5 -0.1
H -0.01374 -4.02627 1.50135 -0.4 0.1 -0.1
H -0.68738 -5.26418 -0.53768 0.5 -0.1 -0.2
H -0.30322 -3.82792 -1.53148 0.0 0.2 0.0
H -2.62557 -2.88565 -1.82270 -0.1 0.0 -0.2
H -3.83384 -3.63675 -0.77579 0.1 0.1 0.4
H -2.77260 -4.65644 -1.72061 0.1 -0.1 0.0
H 1.64589 -5.32521 0.30233 0.0 0.0 0.2
H 2.28156 -4.07721 1.17057 0.1 -0.1 0.0
```
Positions in Å, forces in eV/Å.

Atom charges from the Mulliken analysis, given in e for atoms 1 to 5:
1 C -0.47
2 C -0.36
3 O -0.52
4 O -0.45
5 H 0.33

3 unconnected molecules or ions with the total composition C17H21N5OP at a distorted geometry, computed with ωB97M-V/def2-TZVPD.

Summary:
- Gap between HOMO and LUMO: 0.3070 Eh
- ΔE to the lowest compared entry with this formula, charge and spin: 0.00 kJ/mol
- DFT total energy: -36749.1624 eV
- E_LUMO: -2.88 eV
- Molecular weight: 342.363 g/mol
- Charge: +1

```
45
Properties=species:S:1:pos:R:3:forces:R:3
C 4.36345 2.87547 -1.27568 -0.2 -1.2 0.1
P 3.15913 2.68598 0.09755 0.2 2.1 1.6
C 1.60791 3.49490 -0.54120 0.7 -1.3 -0.9
N 2.65134 0.98925 0.31572 -0.1 -0.1 -1.0
C 3.23701 -0.11355 -0.09883 0.5 1.1 -0.4
N 4.35837 -0.17875 -0.84082 0.0 1.4 -0.2
C 4.55529 -1.43971 -1.04049 0.7 0.4 -0.8
N 5.57790 -1.95697 -1.80026 0.7 -0.6 0.5
C 6.53463 -2.32323 -1.10650 1.7 -0.6 1.0
O 7.42924 -2.66766 -0.44448 -1.5 0.5 -1.4
N 3.65904 -2.19346 -0.44496 0.2 -1.4 -0.3
N 2.80687 -1.33863 0.15308 -1.4 -0.5 1.1
H 4.20317 2.13701 -2.05590 0.1 0.3 -0.4
H 5.35435 2.72868 -0.86170 0.1 -0.2 0.1
H 4.34618 3.89341 -1.64649 -0.5 0.2 0.0
H 0.76378 2.82484 -0.39968 -0.3 0.2 0.3
H 1.71977 3.60127 -1.61889 -0.1 0.2 -0.1
H 1.46815 4.46700 -0.09313 -0.1 0.0 0.3
H 1.79960 0.86133 0.83764 -0.1 0.2 0.2
H 3.65362 -3.19889 -0.45690 -0.6 -0.1 0.3
H 2.00535 -1.59180 0.70568 -0.1 -0.5 0.0
C -0.29126 -3.21766 -0.05975 0.0 0.0 0.1
C -1.11286 -2.17625 -0.46750 0.1 0.1 0.0
C -2.48799 -2.28652 -0.33131 -0.1 0.1 0.0
C -3.03931 -3.43480 0.21949 0.1 0.0 0.0
C -2.21525 -4.47565 0.62836 0.0 0.0 0.0
C -0.83953 -4.36990 0.48584 0.1 0.0 0.1
H 0.78435 -3.13373 -0.17199 0.0 -0.1 -0.1
H -0.68173 -1.27694 -0.89371 0.0 0.0 -0.1
H -3.12967 -1.47726 -0.65466 0.0 0.0 0.0
H -4.11206 -3.51890 0.32990 0.0 0.0 0.0
H -2.64639 -5.36963 1.05831 0.0 0.0 0.0
H -0.19758 -5.18258 0.80047 0.0 0.0 0.0
C -4.21338 2.62202 -0.28945 0.0 0.0 0.0
C -3.59290 1.53056 0.30238 0.0 0.0 0.0
C -3.98283 1.10770 1.56570 0.0 0.0 0.0
C -5.00106 1.77226 2.23451 0.0 0.0 0.0
C -5.62400 2.86166 1.64187 0.0 0.0 0.0
C -5.22798 3.28909 0.38203 0.0 0.0 0.0
H -3.90710 2.95272 -1.27374 0.0 0.0 0.0
H -2.80197 1.00733 -0.22265 0.0 0.0 0.0
H -3.49403 0.25920 2.02897 0.0 0.0 0.0
H -5.30925 1.44082 3.21746 0.0 0.0 0.0
H -6.41912 3.37858 2.16277 0.0 0.0 0.0
H -5.71127 4.14141 -0.07706 0.0 0.0 0.0
```
Positions in Å, forces in eV/Å.

Atom charges from the Mulliken analysis, given in e for atoms 1 to 5:
1 C -0.98
2 P 0.03
3 C -0.83
4 N -0.26
5 C 0.53

A gas-phase ion, C10H22N5O (charge +1) at a distorted geometry, computed with ωB97M-V/def2-TZVPD.

Summary:
- Gap between HOMO and LUMO: 0.3835 Eh
- ΔE to the lowest compared entry with this formula, charge and spin: 34.60 kJ/mol
- DFT total energy: -20217.7446 eV
- E_LUMO: -2.65 eV
- Molecular weight: 228.320 g/mol
- Charge: +1

```
38
Properties=species:S:1:pos:R:3:forces:R:3
C 1.94173 -1.49290 1.65767 0.6 0.1 0.1
C 3.18911 -1.10537 0.83932 -0.5 0.4 0.2
C 2.95166 -0.62496 -0.60336 0.3 -0.5 0.3
C 1.89596 -1.37240 -1.43025 0.2 0.5 -0.1
N 0.92053 -0.50536 -2.12761 -0.1 -0.6 0.1
N 0.22470 0.33128 -1.27734 -0.2 -0.1 -0.3
N 0.57037 1.62354 -1.08316 0.1 0.2 0.3
C -0.30301 2.07316 -0.22572 0.2 -0.3 -0.7
C -0.34894 3.43715 0.34164 0.9 -0.1 0.9
N 1.00117 3.77155 0.84790 -0.5 -0.2 -0.4
N -1.18232 1.07969 0.09872 0.2 0.3 -0.1
C -0.85827 -0.02184 -0.60246 0.1 0.3 0.1
C -1.52817 -1.33134 -0.60603 -0.5 -0.1 0.5
C -2.86170 -1.39624 0.15080 -0.2 -0.1 -0.4
C -3.98629 -0.57374 -0.45577 0.3 0.1 0.3
O -2.65826 -1.12059 1.52798 0.3 0.4 -0.2
H 1.85468 -0.86869 2.53912 -0.1 0.2 0.1
H 2.05068 -2.50193 2.02679 -0.3 -0.4 0.0
H 1.01361 -1.40449 1.11362 -0.3 -0.1 -0.2
H 3.65346 -0.27869 1.36161 0.3 0.2 0.0
H 3.91639 -1.90110 0.88067 0.1 -0.4 -0.2
H 3.88921 -0.74861 -1.12986 0.3 0.2 -0.1
H 2.77855 0.44425 -0.58048 -0.4 0.2 -0.1
H 1.35000 -2.12819 -0.88253 -0.1 -0.1 0.3
H 2.39635 -1.89526 -2.23147 0.0 -0.2 -0.3
H 1.38001 0.04601 -2.83810 -0.1 0.4 0.0
H -0.65142 4.14406 -0.41708 -0.2 0.3 -0.1
H -1.05945 3.40847 1.16734 -0.5 0.2 -0.1
H 1.36002 2.95651 1.32707 0.2 0.1 0.2
H 0.93129 4.51425 1.52989 0.1 0.1 0.0
H -1.92181 1.20512 0.76590 -0.2 -0.4 0.1
H -0.88055 -2.05410 -0.12821 0.4 -0.2 0.1
H -1.69550 -1.66837 -1.62087 0.2 0.0 -0.4
H -3.16214 -2.43548 0.05760 0.0 -0.3 0.1
H -4.91861 -0.89075 -0.00763 -0.3 -0.1 -0.1
H -3.89640 0.49287 -0.26320 0.2 0.2 0.0
H -4.02108 -0.70651 -1.52882 -0.2 -0.1 -0.2
H -3.33551 -0.50099 1.80631 -0.2 -0.1 0.3
```
Positions in Å, forces in eV/Å.

Atom charges from the Mulliken analysis, given in e for atoms 1 to 5:
1 C -0.78
2 C -0.64
3 C -0.33
4 C -0.97
5 N -0.77

2 unconnected molecules or ions with the total composition C5H10O, computed with ωB97M-V/def2-TZVPD.

Summary:
- Gap between HOMO and LUMO: 0.3141 Eh
- ΔE to the lowest compared entry with this formula, charge and spin: 417.22 kJ/mol
- DFT total energy: -7390.4412 eV
- E_LUMO: 0.05 eV
- Molecular weight: 86.134 g/mol

```
16
Properties=species:S:1:pos:R:3:forces:R:3
C 1.90951 0.59831 0.65512 0.0 0.0 0.1
C -0.29777 -0.77136 -0.79749 -0.3 -0.1 0.3
C -0.30283 -1.92014 0.13883 0.0 0.1 0.0
C -1.26664 0.27926 -0.39937 0.1 -0.1 0.0
C -0.95331 1.70516 -0.85565 0.3 0.0 -0.4
O -0.24236 1.99949 -1.78067 -0.4 -0.1 0.6
H 2.67242 -0.08105 1.04312 -0.1 0.1 -0.1
H 1.09190 0.67038 1.38021 0.1 0.0 -0.1
H 2.33771 1.58945 0.49169 0.0 -0.1 0.0
H 1.54237 0.21814 -0.30633 0.1 0.1 0.1
H -0.95715 -2.64817 -0.37294 0.1 0.1 0.0
H 0.67600 -2.41102 0.18313 -0.2 0.1 -0.1
H -0.70269 -1.76338 1.15494 0.0 0.0 -0.2
H -2.15520 -0.02648 -0.98764 0.1 0.0 0.0
H -1.60255 0.29525 0.65435 0.1 0.0 -0.1
H -1.45998 2.48425 -0.24149 0.1 -0.1 -0.1
```
Positions in Å, forces in eV/Å.

Atom charges from the Mulliken analysis, given in e for atoms 1 to 5:
1 C -1.05
2 C -0.34
3 C -0.91
4 C -0.34
5 C -0.09

2 unconnected molecules or ions with the total composition C4H11N2 at a distorted geometry, computed with ωB97M-V/def2-TZVPD.

Summary:
- Gap between HOMO and LUMO (alpha / beta): 0.1625 / 0.3212 Eh
- ΔE to the lowest compared entry with this formula, charge and spin: 248.01 kJ/mol
- 2S+1: 2
- DFT total energy: -7302.2071 eV
- E_LUMO (alpha / beta): 0.86 / 0.67 eV
- Molecular weight: 87.146 g/mol

```
17
Properties=species:S:1:pos:R:3:forces:R:3
C -0.93220 1.46519 -0.95554 0.4 -0.3 -0.5
C 0.22295 2.07377 -0.48624 -0.2 0.0 0.2
N -1.60050 0.54121 -0.05028 -0.7 0.6 0.6
H -1.55140 1.83075 -1.75587 0.0 0.1 0.1
H 0.66989 2.87998 -1.04259 0.0 0.1 0.0
H 0.69997 1.75258 0.43180 0.1 -0.1 -0.1
H -1.17186 -0.41645 -0.06339 -0.1 0.3 0.0
H -1.56424 0.91972 0.94130 0.1 -0.1 -0.1
H -2.59829 0.48113 -0.26143 0.1 -0.2 -0.2
C 1.86574 -0.82117 1.00099 0.4 0.2 0.3
C 0.80164 -1.58762 0.84295 -0.1 0.3 -0.4
N -0.00545 -1.61353 -0.33820 0.6 -0.8 0.4
H 2.27322 -0.17127 0.23604 -0.2 -0.1 -0.2
H 2.39397 -0.79284 1.94471 -0.1 -0.1 0.1
H 0.41156 -2.17892 1.65671 0.0 -0.2 0.1
H 0.50626 -1.26217 -1.14201 -0.1 0.2 0.0
H -0.27956 -2.57068 -0.52653 -0.2 0.1 -0.1
```
Positions in Å, forces in eV/Å.

Atom charges from the Mulliken analysis, given in e for atoms 1 to 5:
1 C -0.60
2 C -0.90
3 N -0.59
4 H 0.41
5 H 0.21

Which formula does entry 4 have?
C10H22N5O